{
  "formula": "C3H7O",
  "method": "ωB97M-V/def2-TZVPD",
  "orbital_gap_ev": 5.62,
  "charge": -1,
  "lumo_ev": 4.7,
  "homo_ev": -0.95,
  "de_lowest_kj_mol": 307.7,
  "symbols": ["O", "H", "C", "C", "C", "H", "H", "H", "H", "H", "H"],
  "positions_angstrom": [[1.427, 1.071, 2.314], [0.734, 1.531, 1.959], [0.273, -1.192, -0.068], [-0.414, 0.002, -0.501], [-1.170, 0.244, -1.631], [0.064, -1.730, 0.827], [1.416, 0.272, 1.901], [0.945, -1.776, -0.740], [-0.491, 0.827, 0.305], [-2.183, 0.663, -1.805], [-0.603, 0.087, -2.561]]
}



{
  "formula": "C3H7O2",
  "method": "ωB97M-V/def2-TZVPD",
  "orbital_gap_ev": 6.06,
  "charge": -1,
  "lumo_ev": 3.9,
  "smiles": "[O-]CCCO",
  "homo_ev": -2.20,
  "de_lowest_kj_mol": 216.8,
  "symbols": ["C", "C", "O", "C", "O", "H", "H", "H", "H", "H", "H", "H"],
  "positions_angstrom": [[-0.014, 0.381, -0.151], [1.160, -0.422, 0.368], [2.431, 0.097, -0.061], [-1.390, -0.296, 0.173], [-2.468, 0.327, -0.302], [0.062, 0.530, -1.236], [-0.011, 1.380, 0.293], [1.159, -0.360, 1.458], [1.085, -1.484, 0.120], [2.330, 0.315, -0.984], [-1.262, -1.348, -0.234], [-1.384, -0.418, 1.294]]
}



{
  "formula": "C3H7O2",
  "method": "ωB97M-V/def2-TZVPD",
  "orbital_gap_ev": [8.55, 8.55],
  "charge": 1,
  "lumo_ev": [-6.2, -6.2],
  "homo_ev": [-14.72, -14.72],
  "de_lowest_kj_mol": 656.2,
  "symbols": ["C", "C", "C", "O", "O", "H", "H", "H", "H", "H", "H", "H"],
  "positions_angstrom": [[-2.170, -0.101, -0.210], [1.980, -0.354, -0.108], [0.714, 0.104, -0.617], [-0.433, -1.041, 0.946], [-0.490, -0.205, -0.085], [-2.408, 0.680, 0.580], [-2.636, -1.094, -0.002], [-2.128, 0.237, -1.253], [2.811, 0.008, -0.689], [2.032, -1.458, -0.269], [2.028, -0.151, 1.060], [0.701, 0.760, -1.422]]
}



{
  "formula": "C3H7O2S",
  "method": "ωB97M-V/def2-TZVPD",
  "orbital_gap_ev": 7.64,
  "charge": -1,
  "lumo_ev": 3.5,
  "homo_ev": -4.09,
  "de_lowest_kj_mol": 70.9,
  "symbols": ["O", "C", "O", "H", "C", "S", "C", "H", "H", "H", "H", "H", "H"],
  "positions_angstrom": [[-0.701, -0.586, 2.052], [0.453, -0.143, 2.290], [1.372, 0.007, 1.418], [0.701, 0.155, 3.336], [0.003, -1.216, -0.953], [-0.704, 0.194, -1.823], [0.154, 1.466, -0.914], [-0.006, -0.949, 0.165], [1.017, -1.322, -1.349], [-0.602, -2.096, -1.151], [-0.266, 2.462, -1.082], [0.132, 1.185, 0.114], [1.254, 1.460, -1.168]]
}



{
  "formula": "C3H7O2Si",
  "method": "ωB97M-V/def2-TZVPD",
  "orbital_gap_ev": 6.78,
  "charge": -1,
  "lumo_ev": 4.0,
  "homo_ev": -2.76,
  "de_lowest_kj_mol": 7.3,
  "symbols": ["C", "C", "C", "O", "O", "Si", "H", "H", "H", "H", "H", "H", "H"],
  "positions_angstrom": [[2.954, 0.171, 0.021], [-1.905, 0.431, -0.475], [-0.815, 0.329, 0.580], [3.765, -0.721, 0.059], [2.902, 1.373, -0.033], [0.615, -0.846, 0.065], [-1.487, 0.808, -1.407], [-2.339, -0.549, -0.674], [-2.714, 1.103, -0.169], [-1.262, -0.015, 1.520], [-0.425, 1.330, 0.778], [0.197, -1.407, -1.239], [0.512, -2.007, 0.976]]
}



{
  "formula": "C3H7O2Yb",
  "method": "ωB97M-V/def2-TZVPD",
  "orbital_gap_ev": [6.41, 6.09],
  "charge": 1,
  "lumo_ev": [-3.6, -7.1],
  "s_squared": 2.01,
  "homo_ev": [-10.04, -13.17],
  "spin_multiplicity": 3,
  "symbols": ["O", "C", "H", "H", "H", "H", "C", "C", "O", "Yb", "H", "H", "H"],
  "positions_angstrom": [[0.691, 0.786, 1.223], [-0.017, 0.342, 2.352], [-1.032, 0.772, 2.408], [-0.117, -0.757, 2.358], [0.536, 0.649, 3.249], [0.199, 1.442, 0.485], [0.327, -1.348, -1.618], [-0.294, -0.257, -1.061], [-0.135, 0.981, -1.587], [-0.167, 1.401, -3.867], [1.361, -1.261, -1.970], [-0.123, -2.332, -1.473], [-1.229, -0.418, -0.500]]
}